# 1
This record from the OMol25 dataset describes one molecule with the formula C4H7NO. The level of theory is ωB97M-V with the def2-TZVPD basis set.

Each line ends with the natural charge from an NBO analysis.
Cartesian coordinates (Å):
1 C 0.365 1.976 0.089  -0.0922
2 N 0.916 1.178 -0.723  -0.3686
3 C 1.260 -0.113 -0.161  -0.2727
4 C 0.051 -0.986 -0.397  -0.3285
5 C -1.173 -0.637 0.008  0.1673
6 O -2.167 -1.538 0.222  -0.6724
7 H 0.326 1.799 1.175  0.1411
8 H -0.143 2.857 -0.298  0.1772
9 H 1.445 -0.067 0.929  0.1744
10 H 2.155 -0.542 -0.622  0.2079
11 H 0.176 -1.949 -0.884  0.2091
12 H -1.504 0.380 0.217  0.1777
13 H -1.709 -2.358 0.447  0.4797

The energy above the lowest of the compared OMol25 structures with the same formula, charge and spin is 61.63 kcal per mole. The SMILES is C=NC/C=C/O. As for the LUMO energy: 0.9 eV. The calculation puts the HOMO-LUMO gap at 9.778 eV. The HOMO energy is -8.9 eV. The charge is 0. The spin multiplicity is 1.

# 2
This record from the OMol25 dataset describes one molecule with the formula C4H7NO. The level of theory is ωB97M-V with the def2-TZVPD basis set.

Each line ends with the natural charge from an NBO analysis.
Cartesian coordinates (Å):
1 N 0.493 -0.857 -1.077  -0.8200
2 C -0.116 0.469 -1.290  0.5615
3 O -0.286 0.887 -2.430  -0.6368
4 C -0.429 1.069 -0.057  -0.3833
5 C 0.189 0.618 1.235  -0.5191
6 C -0.135 -0.788 1.055  -0.0780
7 H -0.169 -1.568 -1.380  0.3828
8 H 1.307 -0.953 -1.689  0.3855
9 H -1.120 1.907 -0.053  0.2202
10 H 1.251 0.831 1.389  0.2222
11 H -0.388 1.050 2.060  0.2581
12 H -1.181 -1.072 1.103  0.2045
13 H 0.585 -1.592 1.132  0.2024

The energy above the lowest of the compared OMol25 structures with the same formula, charge and spin is 93.70 kcal per mole. As for the LUMO energy (alpha / beta): -0.4 / -0.4 eV. The calculation puts the HOMO-LUMO gap (alpha / beta) at 7.215 / 7.218 eV. The HOMO energy (alpha / beta) is -7.6 / -7.6 eV. The charge is 0. The spin multiplicity is 1.

# 3
This record from the OMol25 dataset describes a 2-piece molecular cluster, C4H7NO overall. The level of theory is ωB97M-V with the def2-TZVPD basis set.

Each line ends with the natural charge from an NBO analysis.
Cartesian coordinates (Å):
1 O 2.831 -1.607 -0.195  -0.5758
2 C 1.929 -0.840 -0.425  0.6046
3 N 1.124 -0.149 0.413  -0.6687
4 C 0.104 0.534 -0.305  -0.1080
5 C -1.250 0.475 0.827  -0.4024
6 C -1.225 -0.082 -0.527  -0.4359
7 H 1.112 -0.196 -1.445  0.0648
8 H 1.009 -0.196 1.414  0.4072
9 H 0.314 1.556 -0.608  0.2257
10 H -1.214 -0.208 1.691  0.2142
11 H -1.691 1.443 1.044  0.2187
12 H -1.822 0.430 -1.267  0.2278
13 H -1.221 -1.160 -0.617  0.2279

The energy above the lowest of the compared OMol25 structures with the same formula, charge and spin is 97.39 kcal per mole. As for the LUMO energy: 0.9 eV. The calculation puts the HOMO-LUMO gap at 10.050 eV. The HOMO energy is -9.1 eV. The charge is 0. The spin multiplicity is 1.

# 4
This record from the OMol25 dataset describes a 2-piece molecular cluster, C4H7NO overall. The level of theory is ωB97M-V with the def2-TZVPD basis set.

Each line ends with the natural charge from an NBO analysis.
Cartesian coordinates (Å):
1 C 0.120 -1.053 2.330  -0.6007
2 C 0.099 -0.514 0.923  -0.5586
3 C -0.315 -1.191 -0.123  0.7131
4 O -0.683 -1.780 -1.067  -0.4837
5 H -0.516 -0.452 2.989  0.2130
6 H 1.135 -1.032 2.741  0.2140
7 H -0.236 -2.085 2.377  0.2154
8 H 0.428 0.497 0.695  0.2831
9 C 0.240 1.370 -2.437  -0.0360
10 N -0.032 1.873 -1.305  -0.6110
11 H -0.485 1.190 -3.239  0.1530
12 H 1.274 1.086 -2.647  0.1630
13 H -1.029 2.092 -1.237  0.3354

The energy above the lowest of the compared OMol25 structures with the same formula, charge and spin is 56.44 kcal per mole. The SMILES is CC=C=O.C=N. As for the LUMO energy: 0.9 eV. The calculation puts the HOMO-LUMO gap at 9.514 eV. The HOMO energy is -8.6 eV. The charge is 0. The spin multiplicity is 1.

# 5
This record from the OMol25 dataset describes a 2-piece molecular cluster, C4H7NO overall. The level of theory is ωB97M-V with the def2-TZVPD basis set.

Each line ends with the natural charge from an NBO analysis.
Cartesian coordinates (Å):
1 C 1.860 -0.149 0.396  -0.6007
2 C 0.446 -0.490 -0.089  -0.5155
3 C 0.033 0.485 -1.156  0.4685
4 O -0.852 1.307 -1.061  -0.5511
5 H 2.565 -0.077 -0.439  0.2081
6 H 1.871 0.807 0.926  0.2144
7 H 2.231 -0.918 1.077  0.2242
8 H 0.440 -1.497 -0.526  0.2283
9 H -0.273 -0.470 0.735  0.2303
10 H 0.634 0.434 -2.089  0.1086
11 C -2.998 0.229 0.701  0.0609
12 N -3.435 -0.679 1.263  -0.3356
13 H -2.520 1.031 0.164  0.2595

The energy above the lowest of the compared OMol25 structures with the same formula, charge and spin is 38.13 kcal per mole. The SMILES is CCC=O.C#N. As for the LUMO energy: 0.7 eV. The calculation puts the HOMO-LUMO gap at 11.151 eV. The HOMO energy is -10.4 eV. The charge is 0. The spin multiplicity is 1.

# 6
This record from the OMol25 dataset describes one molecule with the formula C4H7NO. The level of theory is ωB97M-V with the def2-TZVPD basis set.

Each line ends with the natural charge from an NBO analysis.
Cartesian coordinates (Å):
1 C 1.582 1.110 0.119  -0.6040
2 C 0.349 0.635 -0.646  -0.2570
3 N 0.333 -0.817 -0.569  -0.3342
4 C -0.607 -1.466 -0.019  -0.0002
5 C -1.904 -0.967 0.549  0.3521
6 O -2.670 -1.733 1.086  -0.4844
7 H 1.772 2.174 -0.046  0.2131
8 H 2.454 0.536 -0.207  0.2213
9 H 1.450 0.941 1.193  0.2063
10 H -0.551 1.133 -0.262  0.1676
11 H 0.445 0.901 -1.705  0.2089
12 H -0.501 -2.552 0.063  0.1907
13 H -2.153 0.105 0.443  0.1197

The energy above the lowest of the compared OMol25 structures with the same formula, charge and spin is 42.79 kcal per mole. The SMILES is CC/N=C\C=O. As for the LUMO energy: -0.2 eV. The calculation puts the HOMO-LUMO gap at 9.377 eV. The HOMO energy is -9.6 eV. The charge is 0. The spin multiplicity is 1.